Record 1
# C5H12N2

2 unconnected molecules or ions with the total composition C5H12N2 (ωB97M-V/def2-TZVPD, OMol25).

```
19
Properties=species:S:1:pos:R:3
N -1.45959 1.57543 -0.86533
N -0.30189 0.98439 -0.61483
C -1.66590 -1.87032 0.41207
C 0.32446 0.38211 -1.79068
C 0.24522 0.90522 0.63470
C 1.68839 0.68914 0.99113
C -0.39430 -1.55443 0.56621
H -2.43535 -1.90720 1.26975
H -0.43290 0.01165 -2.45876
H 0.96868 -0.39979 -1.35051
H 0.15245 -1.65399 1.53290
H -1.91696 -2.19774 -0.54984
H 1.78157 0.70469 2.08748
H -1.64141 2.14834 -0.04478
H 2.25725 1.54128 0.66544
H -0.35929 1.30060 1.41235
H 0.21080 -1.65444 -0.43486
H 0.79142 1.22075 -2.20136
H 2.18736 -0.22571 0.73891
```

HOMO level (alpha / beta): -7.1653 / -7.1674 eV
LUMO (alpha / beta): 0.95 / 0.95 eV
Kohn-Sham gap (alpha / beta): 8.11 / 8.11 eV

***

Record 2
# C22H21BrFNO2

A single C22H21BrFNO2 molecule (ωB97M-V/def2-TZVPD, OMol25).

```
48
Properties=species:S:1:pos:R:3
Br 1.99699 3.68998 -0.12349
F 8.28464 -0.25754 -1.18690
O 0.39286 -1.07536 1.13574
O 2.35129 0.90870 0.41386
N -4.02403 1.33046 0.88870
C -5.78807 -0.89166 -1.42493
C 4.32035 -0.32621 -0.11982
C 0.01704 0.21809 0.91038
C -0.60232 -2.05083 1.38382
C -3.91819 0.06060 -2.56733
C -3.58090 0.78217 -1.43763
C 6.24737 0.89128 -0.89088
C 0.63420 2.46092 0.34582
C -3.09104 2.42816 0.93044
C -0.67059 2.89603 0.45819
C 5.08159 -1.48919 -0.07173
C 2.86406 -0.39724 0.26454
C -4.35178 0.67455 -0.27912
C 1.02173 1.13885 0.55478
C 6.98024 -0.27830 -0.83655
C 6.41555 -1.47481 -0.43145
C -1.29476 0.65998 1.02736
C 0.09791 -3.39735 1.48100
C 4.91095 0.85998 -0.53194
C -1.65193 1.98066 0.79851
C -5.46255 -0.17389 -0.29288
C -5.01806 -0.77945 -2.57154
H -6.06882 -0.26210 0.59874
H -0.91172 3.93152 0.27498
H -0.63232 -4.17709 1.67602
H -2.71450 1.42443 -1.45551
H 7.01707 -2.36939 -0.39907
H -4.74933 1.33818 1.58743
H 6.71752 1.80778 -1.20966
H -5.27460 -1.33946 -3.45775
H -6.65168 -1.54081 -1.41407
H 0.82605 -3.38158 2.28755
H -3.31099 0.15857 -3.45573
H 2.75851 -0.96014 1.19980
H -3.20812 2.93331 1.89441
H 4.32769 1.76532 -0.56708
H 2.30970 -0.93379 -0.51822
H 0.61423 -3.61805 0.55063
H 4.62498 -2.41400 0.24967
H -3.30443 3.16735 0.14304
H -1.33509 -2.05884 0.56572
H -2.07338 -0.03302 1.29767
H -1.12334 -1.82678 2.32444
```

HOMO level: -8.0161 eV
SMILES: CCOc1cc(CNc2ccccc2)cc(Br)c1OCc1ccc(F)cc1
LUMO: 0.61 eV
Kohn-Sham gap: 8.62 eV

***

Record 3
# C37H31N7O3Se2Te3Ti

A molecular structure, C37H31N7O3Se2Te3Ti (ωB97M-V/def2-TZVPD, OMol25).

```
84
Properties=species:S:1:pos:R:3
Te 0.13139 -2.71578 -4.55853
Te 0.10556 -3.74677 -0.34444
Te 4.15922 -1.06446 -3.36953
Se 0.26406 -0.71051 -3.03595
Se 2.21605 -1.02318 -1.74688
Ti 0.19686 -0.06472 -0.56580
O -3.54760 -2.38376 2.63517
O -1.62151 -0.78496 -0.71944
O 1.56207 0.95310 0.25558
N -2.20109 7.78702 -1.96457
N -0.95999 3.93745 -0.68910
N -1.48356 -1.22553 1.49049
N -0.17993 -0.75509 1.29926
N -1.32812 6.30934 -0.67296
N -0.61569 1.84036 -1.21142
N -2.46650 6.76659 -1.24768
C 2.30216 0.41716 3.75787
C -6.33789 -2.03405 0.36364
C -0.36886 3.93254 -1.94411
C 3.07787 -4.25618 -0.70488
C 4.41352 -4.32274 -0.33561
C 3.42489 1.19901 3.90404
C 0.45904 -0.50826 2.41595
C 3.34334 1.75404 1.55542
C -0.83039 8.02438 -1.88977
C -1.08875 2.65169 -0.28531
C -0.04193 9.00463 -2.50369
C -4.38017 -1.19703 -0.73100
C -0.57552 -6.67958 0.26108
C -0.13276 -7.63256 -2.31216
C 1.10827 7.02935 -0.78506
C 1.30439 8.97475 -2.24582
C -5.58904 -2.35167 1.48058
C 0.05038 -6.28177 -2.03253
C 1.67098 0.26652 2.50966
C -0.76106 -8.02846 -0.02439
C 4.78754 -4.08824 0.98303
C -1.62898 2.24486 1.04041
C -0.54231 -8.50426 -1.31241
C -5.73978 -1.45361 -0.75338
C -0.26802 7.07275 -1.06427
C 1.87134 7.99588 -1.38767
C 2.10768 -3.95032 0.24412
C -1.34422 5.10379 0.10157
C -2.16559 -1.17213 0.37159
C -0.15523 2.63417 -2.24642
C -0.17030 -5.80049 -0.74363
C 3.82285 -3.77838 1.93115
C -4.22086 -2.08107 1.51226
C 3.95581 1.85781 2.78529
C 2.18575 0.97664 1.40324
C -3.60877 -1.50157 0.38856
C 2.48226 -3.70552 1.56119
H -7.40198 -2.24082 0.36193
H -0.81528 2.07491 1.75016
H 0.04476 -8.00027 -3.31612
H 3.73296 2.25864 0.68095
H 1.95506 9.70476 -2.70858
H -2.61040 -2.09741 2.50829
H -2.35717 4.96972 0.46800
H -1.07700 -8.70650 0.75974
H 1.54830 6.27358 -0.14714
H -2.28657 3.00661 1.45822
H 2.93819 8.01279 -1.20642
H -3.88275 -0.74776 -1.58057
H 1.73001 -3.45398 2.29848
H 1.87512 -0.09250 4.61525
H -0.15620 4.82992 -2.49731
H -6.32585 -1.20799 -1.62886
H -0.01105 -0.86179 3.32793
H -0.69890 -9.55299 -1.53622
H 2.79492 -4.41078 -1.73873
H 5.83278 -4.12649 1.26527
H 0.35677 -5.59488 -2.81418
H -0.66244 5.21348 0.94368
H -0.74156 -6.30749 1.26395
H 4.85107 2.45913 2.88604
H -6.04226 -2.80411 2.35337
H 0.28258 2.20267 -3.12976
H 4.10837 -3.58349 2.95851
H -0.48855 9.74706 -3.15241
H 3.89143 1.30717 4.87445
H 5.16376 -4.52454 -1.08987
H -2.19701 1.32215 0.94923
```

2S+1: 2
HOMO level (alpha / beta): -3.4879 / -3.5634 eV
LUMO (alpha / beta): 1.45 / 1.45 eV
Kohn-Sham gap (alpha / beta): 4.94 / 5.01 eV
Net charge: -1

***

The ΔE to the lowest compared entry with this formula, charge and spin results, record by record, are as follows: 4.9567 0.1170 3.2886 eV.